# 1
{
  "formula": "C21H42Cl2O14",
  "method": "ωB97M-V/def2-TZVPD",
  "elements": ["C", "C", "O", "C", "O", "O", "C", "H", "H", "H", "H", "H", "H", "H", "H", "C", "C", "O", "C", "O", "O", "C", "H", "H", "H", "H", "H", "H", "H", "H", "C", "C", "O", "C", "O", "O", "C", "H", "H", "H", "H", "H", "H", "H", "H", "C", "C", "O", "C", "O", "O", "C", "H", "H", "H", "H", "H", "H", "H", "H", "C", "C", "O", "C", "C", "O", "H", "H", "H", "H", "H", "H", "H", "H", "Cl", "C", "Cl", "H", "H"],
  "xyz": [[-1.807831, 10.016832, -7.237336], [-1.956768, 11.284877, -8.045855], [-0.706773, 11.951156, -8.210030], [0.096959, 11.526331, -9.161047], [-0.113545, 10.626456, -9.925926], [1.191098, 12.294755, -9.153305], [2.218379, 11.920103, -10.046848], [-1.404111, 9.194693, -7.836219], [-2.768820, 9.666804, -6.857341], [-1.102304, 10.133272, -6.413959], [-2.619587, 11.979567, -7.535647], [-2.354697, 11.082032, -9.043158], [2.004694, 12.209892, -11.076892], [2.413483, 10.847138, -10.020352], [3.132571, 12.426771, -9.743836], [-6.945167, 9.757220, -8.403694], [-5.934802, 10.127608, -7.349985], [-6.650231, 10.382457, -6.145964], [-5.935000, 10.799490, -5.113847], [-4.731222, 10.789562, -5.048079], [-6.770895, 11.209567, -4.170862], [-6.164804, 11.482478, -2.903134], [-6.469138, 9.505264, -9.348540], [-7.638809, 10.586352, -8.569884], [-7.590966, 8.935648, -8.088460], [-5.390816, 11.020408, -7.667632], [-5.207363, 9.323012, -7.222362], [-5.644775, 10.599541, -2.533172], [-6.977060, 11.723033, -2.224875], [-5.488171, 12.331702, -2.977395], [4.260956, 3.795581, 2.003715], [3.136214, 4.779098, 2.067190], [3.023798, 5.372871, 0.773545], [1.986884, 6.193632, 0.617738], [1.105184, 6.347082, 1.412939], [2.092973, 6.785461, -0.571302], [1.202493, 7.881661, -0.827910], [4.283266, 3.103062, 2.836030], [5.220403, 4.251915, 1.756174], [4.074608, 3.202368, 1.095783], [3.205103, 5.546447, 2.840368], [2.203082, 4.253943, 2.295721], [1.722900, 8.817685, -0.639780], [0.340947, 7.810075, -0.166257], [0.873751, 7.791104, -1.856372], [-6.309077, 5.585976, 4.961182], [-5.024558, 6.254822, 4.561886], [-4.738123, 5.893866, 3.187251], [-4.042930, 6.785904, 2.489907], [-3.606942, 7.822521, 2.900463], [-3.932561, 6.319115, 1.238933], [-2.934565, 6.909269, 0.404526], [-6.507322, 5.754929, 6.024761], [-6.273329, 4.502478, 4.845827], [-7.193908, 5.953941, 4.439055], [-4.203759, 5.827771, 5.145512], [-5.019311, 7.331803, 4.697817], [-2.234997, 6.180652, 0.004165], [-2.391520, 7.690250, 0.934466], [-3.470166, 7.393815, -0.410948], [-3.577691, 5.192514, -3.810356], [-4.364987, 4.223369, -2.966411], [-4.948702, 4.973474, -1.886845], [-5.954583, 4.379900, -1.221008], [-6.558278, 5.272869, -0.160550], [-6.324914, 3.263672, -1.454288], [-2.956516, 4.690487, -4.551746], [-2.894755, 5.809663, -3.223801], [-4.202255, 5.943498, -4.303191], [-5.140089, 3.730348, -3.546221], [-3.671058, 3.499661, -2.535568], [-5.958030, 5.133351, 0.738770], [-7.547306, 4.852456, 0.010619], [-6.625230, 6.306403, -0.475663], [-1.944575, 8.229187, -2.631202], [-2.311558, 9.789581, -3.395814], [-0.891866, 10.779021, -3.702003], [-2.819672, 9.599184, -4.329714], [-2.967505, 10.315126, -2.714977]],
  "atomic_forces_ev_per_a": [[0.33, -0.81, -0.20], [-0.32, -0.45, -0.24], [-0.01, 0.69, 0.69], [0.27, 0.10, -0.40], [-0.06, -0.38, -0.21], [-0.13, 0.15, 0.40], [0.72, -0.33, -0.53], [-0.03, 0.19, -0.16], [-0.03, 0.23, 0.10], [-0.24, 0.28, 0.11], [0.20, 0.21, 0.01], [-0.10, -0.06, 0.12], [-0.24, -0.02, 0.08], [-0.20, 0.02, 0.02], [-0.19, 0.15, 0.20], [-0.80, 0.19, 0.05], [0.31, -0.27, -0.76], [-0.29, 0.17, -0.02], [0.02, -0.14, -0.10], [0.17, 0.08, 0.10], [-0.07, -0.08, 0.27], [-0.05, 0.10, 0.10], [0.09, -0.02, 0.03], [0.20, 0.07, -0.10], [0.30, -0.19, 0.04], [0.04, 0.04, 0.24], [-0.05, 0.05, 0.28], [0.09, 0.04, -0.06], [-0.07, 0.01, -0.08], [0.09, -0.08, -0.01], [0.19, -0.34, -1.49], [-0.87, -0.34, 0.65], [0.24, 0.31, -0.22], [0.19, -0.07, -0.28], [-0.41, 0.21, 0.42], [0.25, 0.08, -0.10], [-0.32, -0.36, 0.32], [0.20, 0.19, 0.28], [0.08, 0.14, 0.65], [-0.10, -0.17, 0.31], [0.34, 0.13, -0.16], [0.03, 0.01, -0.12], [0.06, 0.02, -0.13], [-0.01, 0.05, -0.04], [0.14, 0.13, -0.10], [-0.63, -0.12, 0.50], [0.38, -0.70, 0.04], [-0.42, 0.26, 0.14], [0.08, -0.27, -0.38], [0.21, 0.36, 0.14], [0.45, -0.49, 0.28], [-0.34, 1.09, -0.28], [0.18, 0.11, -0.06], [0.15, 0.04, -0.20], [0.20, 0.08, -0.21], [-0.02, 0.22, 0.07], [-0.10, 0.04, -0.20], [-0.21, -0.35, 0.21], [0.02, -0.14, 0.15], [0.12, -0.15, -0.12], [0.28, 0.85, -0.10], [0.56, 0.29, 0.06], [-0.11, 0.22, -0.10], [-0.02, 0.50, 0.05], [-0.11, -0.99, -0.28], [-0.08, -0.42, -0.07], [-0.22, -0.16, -0.08], [0.00, -0.36, 0.28], [-0.19, -0.33, -0.14], [-0.04, -0.17, 0.14], [-0.27, -0.26, -0.03], [-0.07, 0.36, 0.01], [-0.06, 0.20, 0.16], [0.21, 0.15, 0.10], [0.19, 0.12, -0.09], [-0.29, -0.08, 0.11], [0.15, 0.00, 0.09], [0.04, 0.00, -0.08], [0.02, 0.13, -0.02]],
  "lowdin_charge": [-0.06, -0.20, 0.05, -0.62, 0.13, 0.01, -0.06, 0.08, 0.06, 0.05, 0.12, 0.12, 0.10, 0.10, 0.09, -0.07, -0.23, 0.05, -0.61, 0.11, 0.02, -0.03, 0.08, 0.08, 0.08, 0.13, 0.12, 0.09, 0.10, 0.10, -0.07, -0.24, 0.04, -0.61, 0.12, 0.01, -0.04, 0.08, 0.08, 0.09, 0.13, 0.13, 0.10, 0.07, 0.06, -0.07, -0.20, 0.03, -0.60, 0.13, -0.02, -0.05, 0.08, 0.08, 0.08, 0.13, 0.12, 0.09, 0.09, 0.06, -0.09, -0.21, -0.02, -0.54, 0.03, 0.10, 0.08, 0.01, 0.08, 0.12, 0.13, 0.07, 0.09, 0.09, 0.60, -1.00, 0.56, -0.01, 0.02],
  "max_force_ha_per_bohr": 0.030,
  "energy_ev": -76168.8843,
  "smiles": "CCOC(=O)OC.CCOC(=O)OC.CCOC(=O)OC.CCOC(=O)OC.CCOC(C)=O.ClCCl",
  "gap_ev": 10.5
}

# 2
{
  "formula": "C32H44AsN4O12SSbY",
  "method": "ωB97M-V/def2-TZVPD",
  "elements": ["Y", "O", "As", "O", "O", "C", "C", "C", "C", "C", "C", "S", "O", "O", "O", "H", "H", "H", "H", "H", "O", "C", "C", "O", "C", "C", "O", "C", "O", "O", "C", "C", "N", "C", "C", "N", "C", "C", "H", "H", "H", "H", "H", "H", "H", "H", "H", "H", "H", "H", "O", "N", "C", "C", "C", "C", "C", "C", "C", "C", "N", "C", "C", "C", "C", "H", "H", "H", "H", "H", "H", "H", "H", "H", "H", "H", "H", "H", "H", "H", "H", "H", "H", "C", "Sb", "C", "C", "H", "H", "H", "H", "H", "H", "H", "H", "H"],
  "xyz": [[1.194351, -0.241795, 1.169780], [3.164574, 0.603895, 2.756681], [3.566309, -1.173429, 2.870941], [5.051895, -1.019874, 1.706780], [2.520169, -1.797967, 1.704135], [5.086259, -1.971496, 0.747973], [5.929082, -3.073719, 0.920222], [5.935402, -4.122154, 0.019743], [5.098298, -4.103887, -1.091298], [4.279330, -3.012826, -1.298393], [4.272634, -1.950126, -0.394804], [3.156058, -0.651568, -0.849910], [1.788752, -1.244428, -0.807793], [3.552152, -0.268649, -2.179902], [3.121522, 0.484538, 0.089500], [3.029120, 0.897029, 3.666387], [6.549513, -3.084631, 1.806808], [6.579656, -4.974340, 0.199138], [5.082630, -4.936873, -1.781655], [3.627682, -2.966261, -2.163242], [-2.809705, 0.854320, 6.011247], [-1.983979, 0.748511, 5.146035], [-2.165375, 1.053756, 3.667078], [-3.066909, 1.699980, 3.168845], [-1.012006, 0.453546, 3.007301], [-0.092839, -0.042981, 3.946814], [0.982548, -0.616249, 3.569665], [-0.546569, 0.264228, 5.311386], [0.084142, 0.213759, 6.342138], [-0.761632, 0.418811, 1.741961], [0.461922, 2.755489, -0.192299], [0.204426, 4.269850, -0.409422], [0.812088, 5.049337, 0.673911], [0.143473, 4.707748, 1.935692], [0.132672, 3.170388, 2.136109], [1.025081, 2.528705, 1.150936], [2.347891, 3.193663, 1.233998], [2.223621, 4.673624, 0.792435], [1.181894, 2.369901, -0.919735], [-0.465442, 2.180929, -0.267817], [-0.865661, 4.485097, -0.417657], [0.624881, 4.610303, -1.356878], [-0.874466, 5.098609, 1.908157], [0.674859, 5.216384, 2.742203], [-0.869466, 2.776017, 1.990075], [0.463616, 2.891523, 3.136966], [3.051998, 2.648084, 0.616526], [2.685234, 3.115266, 2.265701], [2.699228, 4.839783, -0.176715], [2.693824, 5.340060, 1.517030], [-0.950218, -1.772926, -1.284009], [-0.679952, -0.640143, -1.187561], [0.634453, -1.905074, -3.726365], [-0.463319, -0.887296, -3.760343], [-1.229697, -0.730501, -4.839245], [-2.280831, 0.286329, -4.969702], [-2.958379, 0.410573, -6.302237], [-2.656187, 1.018231, -3.918684], [-2.071114, 0.725436, -2.601931], [-0.674729, 0.031124, -2.571264], [-2.635634, 0.815257, -1.470844], [-4.024126, 1.210410, -1.152840], [-5.029570, 0.373428, -1.959026], [-4.200820, 0.894173, 0.333969], [-4.232965, 2.708169, -1.386849], [0.714808, -2.418670, -4.684720], [0.434889, -2.632456, -2.938599], [1.588227, -1.444280, -3.473548], [-1.031748, -1.355263, -5.707957], [-2.224333, 0.551143, -7.101962], [-3.659516, 1.244232, -6.315848], [-3.507397, -0.509006, -6.529486], [-3.450997, 1.744517, -4.006554], [0.147066, 0.753790, -2.504794], [-4.820225, -0.690456, -1.819011], [-4.989331, 0.591725, -3.024762], [-6.044166, 0.578526, -1.605297], [-3.874142, -0.129002, 0.531312], [-5.250993, 0.998802, 0.627264], [-3.592595, 1.562778, 0.950122], [-4.070949, 2.982713, -2.430329], [-3.543979, 3.281137, -0.763066], [-5.255004, 2.985400, -1.114104], [-1.989394, -4.032941, 1.344683], [-0.173234, -2.915181, 1.648285], [1.068105, -4.454944, 0.811726], [0.086848, -3.618434, 3.658339], [-1.846697, -5.061945, 1.684768], [-2.253386, -4.030009, 0.282563], [-2.805119, -3.572953, 1.911514], [0.829283, -5.407627, 1.284313], [2.110382, -4.191133, 0.985846], [0.894645, -4.520476, -0.265893], [-0.057107, -4.698088, 3.688225], [-0.633814, -3.130387, 4.315738], [1.088237, -3.358624, 3.995431]],
  "atomic_forces_ev_per_a": [[-0.65, 1.82, 0.47], [0.25, -0.02, -0.26], [1.08, -0.31, 0.57], [-0.29, -0.18, -0.03], [0.65, -0.69, 0.63], [-0.18, 0.05, -0.09], [0.00, 0.04, -0.01], [-0.01, 0.00, 0.03], [0.07, -0.06, 0.04], [0.02, 0.19, 0.05], [0.12, 0.05, 0.24], [0.14, 0.32, -1.31], [0.27, -0.15, -0.47], [0.00, -0.10, -0.11], [0.51, -0.30, -0.12], [-0.28, -0.03, -0.03], [0.03, -0.03, 0.00], [0.01, 0.01, -0.02], [0.01, 0.02, -0.02], [0.03, -0.02, 0.05], [-0.23, 0.14, 0.30], [0.26, -0.10, -0.29], [0.31, -0.15, 0.08], [-0.23, 0.17, 0.00], [-0.27, 0.10, 0.31], [-0.36, -0.06, 0.05], [0.00, 0.22, -0.04], [-0.16, 0.06, -0.37], [0.15, -0.14, 0.36], [-1.19, 0.28, 0.30], [-0.06, 0.02, 0.00], [0.08, -0.03, 0.16], [-0.03, 0.04, 0.02], [0.08, -0.10, -0.16], [-0.05, 0.11, -0.06], [0.44, -0.01, -0.02], [-0.15, 0.13, -0.09], [-0.17, -0.10, 0.00], [0.02, -0.01, -0.02], [-0.02, -0.05, -0.03], [-0.02, 0.01, -0.02], [-0.01, 0.00, -0.04], [-0.03, 0.00, 0.02], [0.00, 0.01, 0.01], [-0.03, -0.05, 0.00], [0.01, -0.01, 0.05], [0.07, -0.06, -0.02], [0.02, -0.02, 0.05], [0.02, 0.00, 0.01], [0.06, 0.02, -0.01], [-0.86, -2.00, 0.38], [1.01, 1.33, -0.75], [-0.04, 0.04, 0.21], [0.01, -0.02, 0.36], [-0.06, 0.09, -0.27], [-0.03, -0.14, -0.18], [0.11, -0.03, -0.07], [0.27, -0.02, 0.08], [0.02, -0.19, 0.26], [-0.81, 0.65, 0.09], [0.07, -0.02, 0.25], [0.17, -0.07, -0.25], [0.07, 0.05, 0.03], [0.04, 0.20, -0.09], [-0.01, -0.06, -0.01], [-0.01, 0.04, 0.02], [0.07, -0.07, -0.08], [0.11, 0.10, -0.03], [-0.05, 0.06, 0.05], [-0.06, 0.00, 0.05], [0.01, -0.02, -0.01], [0.03, 0.05, 0.00], [0.02, 0.01, 0.03], [-0.05, 0.07, -0.14], [-0.03, 0.05, 0.00], [-0.04, -0.03, -0.02], [0.09, -0.03, 0.00], [-0.04, 0.05, 0.02], [0.10, 0.03, 0.01], [-0.10, -0.22, -0.06], [-0.02, 0.05, 0.02], [-0.01, -0.01, -0.03], [0.07, 0.00, 0.01], [-0.18, 0.18, -0.08], [-0.17, -1.38, 0.22], [-0.05, 0.14, -0.20], [-0.06, 0.20, -0.04], [0.01, 0.11, -0.03], [0.02, -0.01, 0.15], [0.08, -0.09, -0.09], [-0.01, -0.02, -0.02], [-0.03, -0.01, -0.01], [0.03, -0.04, 0.09], [-0.01, -0.01, -0.02], [0.03, -0.03, 0.01], [0.00, 0.00, 0.00]],
  "lowdin_charge": [1.29, -0.40, 1.23, -0.29, -0.74, -0.38, -0.02, -0.09, -0.09, -0.06, -0.20, 0.52, -0.44, -0.29, -0.39, 0.04, 0.11, 0.10, 0.10, 0.11, 0.12, -0.26, -0.30, 0.07, -0.33, -0.33, -0.21, -0.29, 0.09, -0.23, -0.15, -0.15, -0.16, -0.14, -0.14, -0.19, -0.15, -0.15, 0.11, 0.10, 0.11, 0.11, 0.11, 0.11, 0.10, 0.13, 0.10, 0.11, 0.11, 0.11, -0.01, -0.02, -0.03, -0.21, -0.01, -0.26, -0.05, 0.00, -0.21, -0.14, 0.16, -0.60, -0.04, -0.05, -0.03, 0.08, 0.07, 0.07, 0.12, 0.08, 0.08, 0.09, 0.10, 0.15, 0.09, 0.06, 0.08, 0.09, 0.09, 0.06, 0.06, 0.08, 0.09, -0.32, 1.40, -0.30, -0.30, 0.00, -0.01, 0.00, 0.00, -0.01, 0.00, 0.00, 0.01, 0.00],
  "max_force_ha_per_bohr": 0.043,
  "charge": -1,
  "energy_ev": -143686.7758,
  "relative_energy_ev": 1.357,
  "gap_ev": 6.8
}

# 3
{
  "formula": "C2H4NP",
  "method": "ωB97M-V/def2-TZVPD",
  "elements": ["P", "N", "C", "C", "H", "H", "H", "H"],
  "xyz": [[0.089142, 1.482772, -0.485874], [-0.223642, -0.212958, -0.411267], [0.209875, -0.995332, 0.695582], [-1.039988, -0.799429, 0.741486], [0.047803, 1.597523, -1.989984], [1.543769, 1.222738, -0.532970], [1.250807, -1.536317, 0.731985], [-1.877766, -0.758997, 1.251041]],
  "atomic_forces_ev_per_a": [[1.49, 0.15, -1.28], [-1.60, -0.05, -1.62], [3.89, -2.13, -0.17], [3.69, 0.25, -1.10], [-0.04, -0.15, 1.55], [-0.87, 0.63, 0.09], [-2.49, 1.17, 0.69], [-4.08, 0.12, 1.83]],
  "lowdin_charge": [0.70, -0.46, -0.18, -0.05, -0.10, -0.10, 0.15, 0.03],
  "max_force_ha_per_bohr": 0.087,
  "energy_ev": -12912.5421,
  "smiles": "PN1C=C1",
  "relative_energy_ev": 3.987,
  "gap_ev": 8.9
}

# 4
{
  "formula": "C4H10O3",
  "method": "ωB97M-V/def2-TZVPD",
  "elements": ["C", "C", "C", "O", "C", "O", "H", "H", "H", "H", "H", "H", "H", "H", "H", "H", "O"],
  "xyz": [[-0.592806, -0.052819, 0.028981], [-0.221510, 0.700269, 1.435492], [-1.249527, 1.566948, 2.049365], [-0.910134, 2.323490, 3.237856], [0.671823, -0.490875, -0.903616], [0.086376, -0.855470, -2.185453], [-1.049005, 0.701289, -0.673076], [-1.455054, -0.656234, 0.294781], [0.189220, -0.086592, 2.090789], [0.669808, 1.298030, 1.173348], [-1.666166, 2.255741, 1.308854], [-2.072801, 0.961153, 2.325628], [1.369452, 0.300590, -1.195877], [1.402446, -1.401971, -0.431379], [0.655966, -1.656878, -2.390328], [2.388831, -2.225169, -3.388600], [1.783083, -2.681502, -2.776764]],
  "atomic_forces_ev_per_a": [[1.45, 3.06, 0.24], [2.21, -1.28, -2.68], [-0.05, 2.29, 2.63], [0.17, -1.08, -1.64], [-1.05, -2.47, 0.81], [0.37, -0.12, 1.79], [0.24, -0.30, 0.78], [0.48, -1.32, -0.56], [-0.43, 0.25, 0.22], [-0.17, 0.13, 0.25], [0.09, 0.21, -0.71], [-1.46, -1.28, 0.19], [-0.20, 0.53, 1.09], [-2.20, 2.23, -1.30], [0.53, -0.53, -1.09], [-0.40, -0.20, 0.37], [0.41, -0.11, -0.37]],
  "lowdin_charge": [-0.17, -0.25, -0.54, -0.50, -0.28, -0.21, 0.09, 0.07, 0.09, 0.09, 0.07, 0.05, 0.08, 0.14, -0.04, -0.14, -0.55],
  "max_force_ha_per_bohr": 0.072,
  "charge": -2,
  "energy_ev": -10448.4332,
  "relative_energy_ev": 1.601,
  "gap_ev": 6.6
}